8 unconnected molecules or ions with the total composition C28H36Br8N4 at a distorted geometry, computed with ωB97M-V/def2-TZVPD.

Positions of all 76 atoms, in Å:
C1 7.11097 -6.76829 8.76681
C2 6.60417 -5.71233 7.97375
C3 7.46615 -4.75380 7.41262
N1 8.78483 -4.87002 7.64319
C4 9.30164 -5.96658 8.22070
C5 8.47034 -6.95636 8.81411
H1 6.44838 -7.47540 9.24364
H2 5.53863 -5.55298 7.89866
H3 7.04447 -3.91784 6.87434
H4 10.37755 -6.00379 8.30689
H5 8.93380 -7.74171 9.39275
C6 11.03415 -8.99373 3.19379
C7 10.22212 -8.57427 4.22035
C8 8.98900 -9.16866 4.44247
N2 8.34902 -10.10432 3.68029
C9 9.15902 -10.45033 2.62843
C10 10.47743 -9.94993 2.37721
H6 12.01855 -8.57901 3.03455
H7 10.60195 -7.77499 4.83944
H8 8.42818 -8.77563 5.27758
H9 8.67324 -11.03824 1.86373
H10 10.98232 -10.35928 1.51470
C11 14.18871 -4.54029 1.27843
C12 14.18140 -3.81289 0.09369
C13 14.24160 -4.47910 -1.11418
N3 14.27533 -5.85422 -1.18237
C14 14.29445 -6.55502 -0.02898
C15 14.21489 -5.92701 1.22098
H11 14.14706 -4.09422 2.26112
H12 14.18276 -2.73294 0.10410
H13 14.08810 -3.98058 -2.05987
H14 14.31740 -7.63366 -0.07809
H15 14.25005 -6.56958 2.08831
C16 7.86675 -2.80847 -1.88890
C17 8.06622 -1.58899 -1.20449
C18 7.67933 -0.37557 -1.75346
N4 7.10474 -0.34414 -2.96574
C19 6.90668 -1.54032 -3.63132
C20 7.25568 -2.79470 -3.13142
H16 8.17558 -3.76489 -1.49357
H17 8.32790 -1.56794 -0.15688
H18 7.69874 0.52040 -1.15076
H19 6.48021 -1.43213 -4.61763
H20 7.21903 -3.71078 -3.70226
Br1 14.06375 -4.90820 7.84685
C21 13.24405 -3.25433 7.00134
C22 11.72705 -3.21488 7.19806
Br2 11.03454 -1.60731 6.20676
H21 13.61243 -3.16271 5.97957
H22 13.67077 -2.48643 7.64658
H23 11.35915 -3.21194 8.22409
H24 11.28461 -4.13025 6.80506
Br3 8.55388 -3.05175 2.39084
C23 9.49700 -4.03351 3.83652
C24 11.02620 -4.03859 3.55743
Br4 11.78219 -5.50343 4.65977
H25 9.02311 -5.00523 3.69765
H26 9.21237 -3.67296 4.82500
H27 11.59457 -3.13029 3.75756
H28 11.18261 -4.27137 2.50413
Br5 13.61378 -1.23081 3.66720
C25 15.40335 -0.60196 3.12512
C26 15.28069 0.37154 1.94284
Br6 17.08022 1.19605 1.77010
H29 16.01429 -1.48912 2.95841
H30 15.87123 -0.06693 3.95152
H31 14.46377 1.09052 2.00441
H32 15.08849 -0.16312 1.01263
Br7 8.89166 2.08662 1.75266
C27 7.73671 0.74114 2.63029
C28 8.08266 0.57610 4.12840
Br8 6.75226 -0.66511 5.01643
H33 7.67862 -0.20222 2.08733
H34 6.75487 1.20869 2.70433
H35 7.98586 1.49518 4.70635
H36 9.06687 0.19198 4.39649

Force components x, y, z for each atom (eV/Å):
C -0.39 0.51 -1.24
C 0.28 0.27 0.46
C 0.09 -2.09 1.73
N 0.62 0.02 -1.07
C -1.97 0.29 0.44
C 1.26 1.14 -0.18
H -0.14 0.08 0.06
H -0.12 -0.16 -0.11
H 0.39 0.25 -0.08
H 0.15 -0.06 -0.01
H -0.08 -0.21 -0.10
C -0.45 -0.48 -0.33
C 0.22 0.03 0.43
C -1.06 0.00 0.08
N 3.11 0.98 -0.90
C -0.12 1.07 0.50
C -1.46 -1.12 -0.23
H 0.03 0.03 -0.07
H -0.48 -0.19 0.34
H -0.25 -0.16 0.21
H 0.16 -0.48 0.06
H 0.12 0.08 -0.08
C -0.12 -0.74 0.15
C 0.38 0.21 0.14
C -0.74 -2.42 0.46
N 0.13 0.76 0.56
C -0.32 1.72 -0.44
C 0.42 -0.29 -0.75
H 0.00 0.41 -0.03
H -0.16 0.11 0.06
H 0.40 0.13 -0.08
H 0.08 -0.10 -0.28
H -0.14 0.25 0.30
C 0.12 0.93 0.34
C -0.57 -0.80 0.39
C -0.98 -1.52 -0.99
N -0.19 -1.30 -0.71
C 0.56 1.52 0.93
C 0.76 0.98 0.14
H 0.08 0.08 0.39
H 0.61 -0.27 0.01
H 0.25 0.31 -0.25
H -0.14 0.01 -0.05
H -0.45 0.09 -0.16
Br -0.72 0.74 -0.65
C 0.00 0.19 1.60
C 0.19 -0.81 -0.62
Br 0.21 -0.95 0.74
H -0.28 -0.28 0.19
H 0.21 0.08 -0.42
H 0.43 0.70 0.01
H -0.25 0.55 -0.48
Br 0.38 0.13 0.51
C 0.39 -0.06 -0.48
C -1.13 -0.54 -0.23
Br 0.21 0.64 -0.63
H 0.60 -0.12 0.15
H 0.10 0.39 -0.24
H -0.48 -0.12 0.40
H 0.14 -0.36 0.17
Br 0.55 0.24 -0.11
C -0.14 0.69 0.00
C 0.44 -1.08 -0.24
Br -0.88 -0.08 -0.08
H -0.20 0.16 -0.44
H -0.47 -0.13 0.22
H 0.51 0.29 0.55
H 0.29 -0.05 0.02
Br -0.31 -0.78 0.36
C -0.50 0.51 1.64
C 0.11 -0.35 0.29
Br 0.73 0.63 -0.65
H 0.36 0.30 -0.02
H -0.01 -0.09 -0.72
H -0.26 0.06 -0.40
H -0.12 -0.35 -0.47

Properties
lowest unoccupied orbital energy: 0.131 eV
energy: -21899.60491 Ha
HOMO: -0.3493 hartree
strongest force on any atom: 0.066 hartree/bohr
frontier orbital gap: 9.64 eV
SMILES: c1ccncc1.c1ccncc1.c1ccncc1.c1ccncc1.BrCCBr.BrCCBr.BrCCBr.BrCCBr


2 unconnected molecules or ions with the total composition C5H12O3 at a distorted geometry, computed with ωB97M-V/def2-TZVPD.

Positions of all 20 atoms, in Å:
O1 1.22620 -2.28489 2.92739
C1 1.82190 -1.43246 2.32599
C2 2.09083 -1.28343 0.84626
C3 1.10957 -0.27893 0.11154
C4 -0.36292 -0.77866 0.34769
C5 -1.32288 0.19257 1.11715
O2 -0.87672 1.51422 0.81060
H1 2.36093 -0.64081 2.88101
H2 3.20166 -1.02434 0.89250
H3 2.22786 -2.25486 0.31810
H4 1.19102 0.86091 0.25563
H5 1.35122 -0.60115 -0.93631
H6 -0.68292 -1.12207 -0.63970
H7 -0.18620 -1.75505 0.82136
H8 -2.32248 0.07465 0.71343
H9 -1.25260 0.02123 2.22924
H10 -0.12554 1.65408 1.38960
O3 -3.08233 3.40717 -5.56950
H11 -3.61149 3.10791 -4.82751
H12 -2.75510 2.62392 -6.01447

Force components x, y, z for each atom (eV/Å):
O -0.20 -0.07 -0.38
C 0.54 0.05 0.02
C 1.85 0.12 0.44
C 0.33 -0.74 -0.60
C 1.07 -0.92 -0.05
C 1.78 -0.63 -0.32
O -0.74 0.19 0.43
H -0.27 0.25 0.33
H -1.28 0.66 -0.42
H -1.19 0.42 0.31
H 0.51 -2.09 -0.24
H -0.28 1.30 0.62
H -0.77 0.71 0.07
H -0.76 0.30 0.50
H -0.18 0.08 0.37
H -0.41 0.00 -1.10
H 0.01 0.38 0.02
O 0.04 0.34 -0.07
H -0.01 -0.16 0.03
H -0.03 -0.18 0.05

Properties
lowest unoccupied orbital energy: 0.621 eV
energy: -423.35726 Ha
HOMO: -0.3616 hartree
strongest force on any atom: 0.042 hartree/bohr
frontier orbital gap: 10.46 eV
SMILES: O=CCCCCO.O